# 1
{
  "formula": "C4H12",
  "method": "ωB97M-V/def2-TZVPD",
  "symbols": ["C", "H", "H", "H", "H", "C", "C", "C", "H", "H", "H", "H", "H", "H", "H", "H"],
  "positions_angstrom": [[-3.268, -0.342, 0.201], [-3.343, -1.052, -0.695], [-3.254, 0.671, -0.369], [-4.262, -0.392, 0.674], [-2.293, -0.371, 0.753], [1.804, -1.125, 0.262], [1.111, 0.050, -0.418], [1.481, 1.475, -0.026], [1.871, -1.206, 1.335], [1.376, -2.063, -0.153], [2.870, -1.226, -0.318], [0.971, -0.080, -1.511], [0.090, -0.044, 0.069], [0.681, 2.134, -0.380], [2.345, 1.793, -0.557], [1.819, 1.780, 1.133]],
  "spin_multiplicity": 1
}

***

# 2
{
  "formula": "C17H32Cl24INO4S",
  "method": "ωB97M-V/def2-TZVPD",
  "symbols": ["C", "C", "N", "C", "C", "O", "S", "O", "O", "O", "C", "I", "H", "H", "H", "H", "H", "H", "H", "H", "C", "Cl", "Cl", "H", "H", "C", "Cl", "Cl", "H", "H", "C", "Cl", "Cl", "H", "H", "C", "Cl", "Cl", "H", "H", "C", "Cl", "Cl", "H", "H", "C", "Cl", "Cl", "H", "H", "C", "Cl", "Cl", "H", "H", "C", "Cl", "Cl", "H", "H", "C", "Cl", "Cl", "H", "H", "C", "Cl", "Cl", "H", "H", "C", "Cl", "Cl", "H", "H", "C", "Cl", "Cl", "H", "H"],
  "positions_angstrom": [[3.533, -6.536, 0.971], [2.347, -5.608, 0.933], [2.105, -4.814, -0.036], [1.450, -5.573, 2.164], [-0.054, -5.593, 1.935], [-0.600, -6.934, 1.851], [-1.712, -6.996, 0.706], [-1.090, -7.395, -0.506], [-2.867, -7.644, 1.188], [-1.978, -5.434, 0.667], [-0.655, -4.829, 0.780], [-0.739, -2.747, 1.018], [3.716, -6.989, -0.006], [4.377, -5.911, 1.286], [3.414, -7.320, 1.723], [2.804, -4.931, -0.775], [1.671, -6.460, 2.766], [1.712, -4.708, 2.781], [-0.507, -5.153, 2.837], [-0.174, -4.974, -0.185], [-1.900, 0.194, 3.573], [-1.561, 0.565, 1.869], [-2.797, -1.317, 3.768], [-0.957, 0.108, 4.100], [-2.502, 1.002, 3.976], [-0.998, 4.121, 0.138], [-1.024, 5.573, 1.148], [0.607, 3.818, -0.544], [-1.272, 3.273, 0.755], [-1.699, 4.253, -0.679], [-1.462, 5.828, -3.691], [-2.309, 6.631, -2.360], [-1.376, 4.076, -3.454], [-1.999, 6.023, -4.609], [-0.451, 6.213, -3.741], [-5.093, -0.756, 0.939], [-6.056, 0.688, 1.284], [-4.285, -0.662, -0.628], [-4.333, -0.851, 1.704], [-5.750, -1.618, 0.935], [-5.342, 1.953, 5.432], [-4.208, 2.955, 4.517], [-4.564, 0.540, 6.157], [-5.764, 2.557, 6.227], [-6.112, 1.605, 4.753], [1.606, -2.137, -2.569], [0.929, -0.864, -1.555], [3.348, -1.935, -2.822], [1.441, -3.089, -2.073], [1.115, -2.104, -3.535], [4.448, -2.691, 2.639], [5.574, -3.769, 1.802], [3.812, -3.421, 4.122], [4.972, -1.779, 2.898], [3.616, -2.486, 1.973], [4.219, 1.630, -3.811], [3.514, 2.882, -2.786], [5.940, 1.901, -4.120], [4.106, 0.676, -3.308], [3.698, 1.633, -4.761], [3.027, 1.123, 1.350], [4.124, 0.048, 0.478], [2.434, 0.385, 2.854], [3.548, 2.037, 1.604], [2.172, 1.331, 0.715], [-5.865, 1.806, -2.977], [-6.640, 3.015, -1.946], [-4.151, 2.152, -3.233], [-5.950, 0.839, -2.494], [-6.361, 1.809, -3.940], [3.683, 5.919, 1.929], [3.936, 6.446, 0.264], [2.919, 4.323, 2.007], [4.645, 5.860, 2.425], [3.032, 6.629, 2.424], [-0.112, 6.348, -7.590], [0.300, 4.753, -6.956], [-0.188, 7.568, -6.310], [0.649, 6.649, -8.301], [-1.085, 6.290, -8.063]],
  "spin_multiplicity": 1
}

***

# 3
{
  "formula": "C3H2BrCl2O2",
  "method": "ωB97M-V/def2-TZVPD",
  "symbols": ["C", "C", "C", "O", "O", "Cl", "Cl", "Br", "H", "H"],
  "positions_angstrom": [[0.602, 1.420, 0.216], [-0.559, -0.734, -0.656], [0.232, -0.199, 0.534], [0.600, 2.042, 1.204], [0.644, 1.553, -1.029], [-2.082, 0.058, -0.838], [-0.533, -0.724, 2.019], [1.958, -1.146, 0.640], [-0.077, -0.512, -1.638], [-0.784, -1.758, -0.453]],
  "charge": -1,
  "spin_multiplicity": 1
}

***

# 4
{
  "formula": "C56H62N6O3",
  "method": "ωB97M-V/def2-TZVPD",
  "symbols": ["C", "O", "C", "C", "C", "C", "C", "C", "C", "C", "C", "C", "C", "C", "C", "C", "C", "C", "C", "C", "O", "C", "C", "C", "C", "C", "C", "C", "O", "H", "H", "H", "H", "H", "H", "H", "H", "H", "H", "H", "H", "H", "H", "H", "H", "H", "H", "H", "H", "H", "H", "H", "H", "H", "H", "H", "H", "H", "H", "H", "H", "N", "C", "C", "C", "C", "C", "H", "H", "H", "H", "H", "N", "C", "C", "C", "C", "C", "H", "H", "H", "H", "H", "N", "C", "C", "C", "C", "C", "H", "H", "H", "H", "H", "N", "C", "C", "C", "C", "C", "H", "H", "H", "H", "H", "N", "C", "C", "C", "C", "C", "H", "H", "H", "H", "H", "N", "C", "C", "C", "C", "C", "H", "H", "H", "H", "H"],
  "positions_angstrom": [[3.343, -3.632, 1.550], [4.726, -3.468, 1.408], [5.145, -3.592, 0.058], [6.120, -2.502, -0.350], [5.852, -1.125, 0.225], [4.953, -0.221, -0.637], [4.618, 0.985, 0.224], [4.183, 2.229, -0.542], [2.807, 2.271, -1.189], [1.616, 2.165, -0.231], [0.475, 3.001, -0.819], [-0.777, 3.119, 0.069], [-2.076, 2.565, -0.579], [-3.115, 2.269, 0.482], [-3.093, 2.997, 1.638], [-3.968, 2.796, 2.659], [-4.923, 1.829, 2.532], [-5.005, 1.121, 1.375], [-4.117, 1.309, 0.330], [-4.318, 0.490, -0.895], [-3.471, 0.302, -1.742], [-5.652, -0.147, -1.092], [-6.035, -0.585, -2.335], [-7.256, -1.170, -2.480], [-8.114, -1.355, -1.431], [-7.742, -0.922, -0.188], [-6.514, -0.332, -0.043], [-6.106, 0.123, 1.299], [-6.650, -0.274, 2.306], [3.081, -3.593, 2.597], [2.789, -2.869, 1.001], [3.024, -4.589, 1.138], [5.665, -4.544, -0.028], [4.286, -3.674, -0.603], [7.108, -2.845, -0.065], [6.111, -2.436, -1.436], [6.793, -0.596, 0.345], [5.436, -1.196, 1.221], [4.078, -0.784, -0.957], [5.571, 0.046, -1.488], [3.950, 0.722, 1.040], [5.560, 1.254, 0.701], [4.907, 2.333, -1.346], [4.306, 3.084, 0.116], [2.727, 3.256, -1.645], [2.674, 1.556, -1.997], [1.876, 2.600, 0.730], [1.255, 1.147, -0.099], [0.242, 2.718, -1.842], [0.898, 4.002, -0.873], [-0.592, 2.566, 0.982], [-0.958, 4.169, 0.258], [-1.809, 1.678, -1.124], [-2.453, 3.346, -1.228], [-2.366, 3.774, 1.787], [-3.919, 3.362, 3.571], [-5.601, 1.664, 3.348], [-5.391, -0.466, -3.186], [-7.568, -1.534, -3.443], [-9.070, -1.822, -1.567], [-8.390, -1.023, 0.662], [6.360, 1.024, 4.457], [7.298, 0.886, 5.391], [7.827, -0.336, 5.776], [7.352, -1.483, 5.159], [6.374, -1.360, 4.186], [5.917, -0.088, 3.875], [7.640, 1.807, 5.851], [8.591, -0.387, 6.540], [7.739, -2.456, 5.432], [5.972, -2.227, 3.677], [5.155, 0.054, 3.117], [-0.741, 6.215, 1.990], [-0.093, 7.311, 1.603], [1.163, 7.666, 2.072], [1.778, 6.839, 2.997], [1.117, 5.695, 3.413], [-0.134, 5.431, 2.879], [-0.611, 7.931, 0.880], [1.644, 8.568, 1.719], [2.758, 7.081, 3.387], [1.560, 5.021, 4.133], [-0.687, 4.545, 3.172], [-7.562, 5.718, 2.929], [-7.550, 7.041, 2.787], [-6.526, 7.739, 2.163], [-5.453, 7.021, 1.661], [-5.447, 5.643, 1.801], [-6.523, 5.043, 2.440], [-8.407, 7.564, 3.196], [-6.571, 8.816, 2.074], [-4.633, 7.527, 1.168], [-4.630, 5.048, 1.425], [-6.565, 3.969, 2.570], [2.941, -7.223, -0.879], [2.148, -7.757, -1.805], [1.217, -8.749, -1.540], [1.107, -9.213, -0.239], [1.921, -8.668, 0.736], [2.817, -7.679, 0.365], [2.271, -7.366, -2.809], [0.597, -9.148, -2.331], [0.399, -9.987, 0.011], [1.868, -9.002, 1.763], [3.477, -7.223, 1.095], [-8.024, -4.306, -3.938], [-7.362, -4.856, -2.923], [-7.370, -6.213, -2.646], [-8.109, -7.050, -3.467], [-8.806, -6.495, -4.527], [-8.729, -5.124, -4.717], [-6.799, -4.166, -2.303], [-6.814, -6.600, -1.809], [-8.142, -8.116, -3.282], [-9.397, -7.110, -5.192], [-9.258, -4.649, -5.536], [5.976, -0.155, -3.698], [6.948, -0.758, -4.380], [6.926, -0.940, -5.755], [5.829, -0.474, -6.461], [4.807, 0.153, -5.768], [4.931, 0.287, -4.394], [7.785, -1.112, -3.788], [7.746, -1.436, -6.255], [5.773, -0.597, -7.535], [3.933, 0.532, -6.279], [4.156, 0.774, -3.811]],
  "spin_multiplicity": 1
}

***

Here are the calculated DFT total energy numbers, same order: -4341.1318 -347301.8662 -102327.5249 -74159.4018 (eV).
Here are the calculated E_HOMO numbers, same order: -0.3869 -0.3513 -0.1717 -0.3434 (Eh).
Here are the calculated frontier orbital gap numbers, same order: 11.531 9.857 7.914 8.819 (eV).